9
Properties=species:S:1:pos:R:3:lowdin_charge:R:1 method="wB97M-V/def2-TZVPD" energy_ev=-7268.71138 homo_ev=-10.10 e_above_lowest_ev=1.975 homo_lumo_gap_ev=10.9
C 0.8711 -0.0149 0.0424 -0.35
C -0.2810 -0.9799 0.0132 -0.14
C -0.1897 1.0422 0.0436 -0.09
H -0.5000 -1.5705 0.9329 0.14
H -0.3938 -1.7014 -0.8214 0.14
H -0.0192 1.5981 -1.0067 0.18
H -0.3411 1.6152 0.9327 0.12
O 2.0782 -0.0410 -0.0433 0.11
O -1.2244 0.0523 -0.0935 -0.11



43
Properties=species:S:1:pos:R:3:lowdin_charge:R:1 method="wB97M-V/def2-TZVPD" energy_ev=-87639.89118 homo_ev="-6.79 / -6.79" e_above_lowest_ev=0.118 homo_lumo_gap_ev="6.1 / 6.1"
Cu 0.5516 0.3308 0.4397 -0.05
S -0.3782 -1.6403 -0.0798 0.54
C -0.5600 -2.0281 1.6177 -0.82
N -1.0869 -3.1849 1.9630 0.04
N -1.4296 -3.4499 3.2233 0.00
C -1.7914 -2.6090 4.3104 -0.26
C -2.5184 -1.4337 4.1262 -0.05
C -2.9072 -0.6911 5.2239 -0.08
C -2.5947 -1.1082 6.5175 -0.10
C -1.8976 -2.2906 6.6951 -0.10
C -1.4936 -3.0401 5.5930 -0.04
N -0.0860 -1.2543 2.6665 0.03
N 0.4834 -0.1843 2.3704 -0.03
C 1.0134 0.5138 3.5096 -0.22
C 0.8235 0.1008 4.8285 -0.01
C 1.3626 0.8481 5.8620 -0.07
C 2.0930 2.0034 5.5993 -0.09
C 2.2817 2.4096 4.2865 -0.08
C 1.7410 1.6655 3.2472 -0.04
H -1.5558 -4.4353 3.3724 0.14
H -2.7672 -1.1031 3.1253 0.12
H -3.4652 0.2247 5.0711 0.10
H -2.9000 -0.5179 7.3717 0.10
H -1.6513 -2.6340 7.6922 0.10
H -0.9285 -3.9556 5.7299 0.11
H 0.2494 -0.7936 5.0287 0.09
H 1.2081 0.5272 6.8847 0.11
H 2.5122 2.5806 6.4135 0.10
H 2.8504 3.3057 4.0694 0.10
H 1.8815 1.9617 2.2138 0.06
C 2.5075 2.9867 -0.6738 -0.27
P 0.8426 2.2310 -0.6286 0.72
C 0.3426 2.3701 -2.3734 -0.27
C -0.1610 3.5460 0.1475 -0.27
H 2.4551 4.0395 -0.9589 0.05
H 3.1176 2.4525 -1.4030 0.04
H 2.9962 2.9015 0.2968 0.03
H 0.4243 3.4007 -2.7225 0.05
H -0.6860 2.0276 -2.4852 0.05
H 0.9781 1.7291 -2.9840 0.05
H 0.0218 4.5203 -0.3121 0.05
H 0.0647 3.5999 1.2133 0.03
H -1.2167 3.2925 0.0408 0.05



10
Properties=species:S:1:pos:R:3:mulliken_spin:R:1 method="wB97M-V/def2-TZVPD" energy_ev=-40811.40168 homo_ev="-18.25 / -18.41" charge=+2 multiplicity=5 homo_lumo_gap_ev="8.0 / 7.4"
C -1.0874 -0.8606 0.5295 0.03
C -0.0344 -1.5131 0.7033 0.03
H 0.6653 -2.2505 1.0781 0.00
Fe -2.2562 0.3393 -0.5598 3.82
O 0.8663 1.5362 0.8622 0.04
C 0.7197 1.2639 -0.2754 0.03
C 0.1892 0.3066 -1.1042 0.06
Li 0.0869 0.2576 2.3411 0.00
H 0.3601 1.4056 -1.7874 -0.01
H 0.4905 -0.4850 -1.7874 -0.01



17
Properties=species:S:1:pos:R:3:lowdin_charge:R:1 method="wB97M-V/def2-TZVPD" energy_ev=-9440.12551 homo_ev=-9.81 e_above_lowest_ev=2.917 homo_lumo_gap_ev=10.7
O -0.7422 1.4718 1.8960 -0.12
C 0.4026 1.3250 1.1313 -0.21
C 0.6122 -0.2585 0.4753 -0.21
C -0.7608 -0.8312 0.2022 -0.13
C -0.8586 -0.8782 -1.3317 -0.19
O 0.1564 -0.0190 -1.8190 -0.13
C 1.2513 -0.0834 -0.9202 -0.19
H -1.4811 0.8653 1.4053 0.10
H 0.3885 1.9883 0.2492 0.11
H 1.3336 1.4136 1.7082 0.11
H 1.2188 -0.8087 1.2082 0.13
H -1.0668 -1.7215 0.7491 0.11
H -1.6459 -0.0664 0.6504 0.13
H -1.8204 -0.4936 -1.6768 0.12
H -0.7308 -1.9008 -1.7253 0.12
H 1.7826 0.8744 -0.9871 0.12
H 1.9605 -0.8771 -1.2151 0.12



119
Properties=species:S:1:pos:R:3:lowdin_charge:R:1 method="wB97M-V/def2-TZVPD" energy_ev=-167002.86107 homo_ev=-10.70 charge=+1 homo_lumo_gap_ev=7.7
C 2.7639 -4.7676 2.7129 0.04
C 2.8189 -4.6222 1.3478 -0.10
C 1.9859 -3.6960 0.5226 -0.40
C 2.6953 -2.5605 -0.2386 -0.17
C 4.1202 -2.8367 -0.7301 -0.43
S 5.0327 -1.2485 -0.8886 0.98
C 6.6733 -1.7456 -0.4806 -0.72
N 7.4618 -2.2809 -1.3388 0.07
N 8.6235 -2.5584 -0.6261 0.06
C 8.4491 -2.1686 0.5687 -0.16
O 7.1990 -1.6315 0.7503 0.03
C 1.1562 -4.6492 -0.4363 -0.06
N -0.1344 -3.9782 -0.5660 0.13
C -0.2875 -3.0993 0.4809 -0.34
N -1.3755 -2.4123 0.7144 -0.12
C -2.5688 -2.5405 -0.1385 -0.72
Cl -3.6852 -1.1839 0.0759 0.68
C -3.2962 -3.8933 0.0452 -0.70
C -3.7593 -4.1454 1.4811 -0.13
Cl -4.7846 -3.8251 -0.9791 0.64
P -1.3907 -1.2155 2.1023 0.88
N -0.3762 -0.0117 1.4301 -0.13
O -0.5817 -1.9136 3.3363 -0.27
N 0.8620 -3.0214 1.1875 0.14
H 1.9363 -5.2448 3.2420 0.07
H 3.6110 -4.4639 3.3286 0.07
H 3.5550 -5.2125 0.7950 0.13
H 2.6846 -1.6400 0.3448 0.11
H 2.0952 -2.3557 -1.1318 0.13
H 4.7100 -3.4687 -0.0689 0.07
H 4.1606 -3.3040 -1.7140 0.08
H 9.1366 -2.2468 1.3916 0.14
H 1.6908 -4.9343 -1.3369 0.14
H 0.9219 -5.5096 0.2025 0.13
H -0.9151 -4.6174 -0.6320 0.13
H -2.2151 -2.5036 -1.1738 0.09
H -2.7422 -4.7388 -0.3573 0.08
H -4.0719 -3.2324 1.9809 0.05
H -3.0272 -4.7187 2.0557 0.08
H -4.6501 -4.7679 1.4127 0.07
H -0.8985 0.4615 0.6995 0.04
H -0.0721 0.6429 2.1433 0.04
H -0.7702 -1.4464 4.1616 0.06
H 0.8104 -3.1820 2.1928 0.13
C -3.4771 -2.9307 7.4436 -0.22
C -4.8153 -2.2227 7.6907 -0.21
C -5.1128 -1.3587 6.4582 -0.21
S -4.3026 -2.1658 5.0749 0.66
O -3.2527 -1.3016 4.5826 -0.37
O -5.2948 -2.7177 4.1890 -0.32
C -3.5571 -3.4862 6.0246 -0.23
H -3.2961 -3.7204 8.1708 0.12
H -2.6590 -2.2103 7.5173 0.12
H -5.6030 -2.9678 7.8166 0.12
H -4.7904 -1.6179 8.5954 0.12
H -6.1783 -1.2912 6.2536 0.11
H -4.6905 -0.3600 6.5550 0.11
H -2.5866 -3.7390 5.6015 0.10
H -4.2243 -4.3464 5.9736 0.11
C -3.5401 0.5914 -4.5860 -0.22
C -4.0091 -0.2645 -5.7693 -0.21
C -2.9767 -1.3802 -5.9718 -0.20
S -2.2461 -1.6796 -4.3617 0.65
O -0.8508 -1.3099 -4.4009 -0.33
O -2.6650 -2.9733 -3.8661 -0.36
C -3.1482 -0.4063 -3.4979 -0.25
H -4.3186 1.2724 -4.2439 0.12
H -2.6809 1.1829 -4.8712 0.08
H -4.9833 -0.7030 -5.5381 0.12
H -4.1231 0.3249 -6.6725 0.08
H -3.4322 -2.3003 -6.3296 0.11
H -2.1820 -1.0724 -6.6493 0.10
H -2.5146 0.0239 -2.7240 0.09
H -4.0259 -0.8727 -3.0481 0.09
C 6.1251 1.6602 1.7003 -0.23
C 5.4189 2.6928 0.8167 -0.21
C 4.3913 3.4105 1.6959 -0.23
S 5.0327 3.3465 3.3759 0.65
O 4.1464 2.5343 4.1744 -0.33
O 5.4230 4.6702 3.7862 -0.32
C 6.4927 2.3865 2.9913 -0.22
H 7.0082 1.2477 1.2141 0.11
H 5.4403 0.8360 1.9145 0.11
H 6.1499 3.4089 0.4359 0.12
H 4.9386 2.2284 -0.0438 0.11
H 4.2607 4.4505 1.4055 0.11
H 3.4302 2.8980 1.6840 0.10
H 6.7155 1.7181 3.8197 0.11
H 7.3205 3.0775 2.8341 0.11
C 0.1917 6.8304 3.6002 -0.21
C 1.5438 6.1301 3.7910 -0.20
C 1.3181 4.6317 3.5575 -0.22
S -0.0650 4.5017 2.4239 0.66
O -1.1663 3.8656 3.1061 -0.33
O 0.4057 4.0205 1.1458 -0.34
C -0.3956 6.2558 2.3135 -0.23
H 0.3010 7.9120 3.5395 0.12
H -0.4645 6.6044 4.4436 0.12
H 2.2585 6.5141 3.0601 0.12
H 1.9599 6.3129 4.7800 0.12
H 2.1843 4.1563 3.1115 0.06
H 1.0478 4.1198 4.4789 0.11
H -1.4659 6.4203 2.2124 0.11
H 0.1272 6.6362 1.4362 0.11
C -1.2468 3.8438 -9.7004 -0.22
C -2.4142 4.7310 -9.2494 -0.21
C -3.4701 3.8140 -8.6192 -0.21
S -2.5773 2.4005 -7.9640 0.68
O -2.9732 1.2216 -8.6942 -0.31
O -2.6103 2.4343 -6.5186 -0.33
C -0.9595 2.9079 -8.5305 -0.23
H -0.3696 4.4323 -9.9642 0.12
H -1.5407 3.2642 -10.5782 0.12
H -2.0599 5.4491 -8.5072 0.12
H -2.8337 5.2985 -10.0784 0.12
H -4.0045 4.3029 -7.8083 0.10
H -4.1776 3.4460 -9.3601 0.11
H -0.3782 2.0314 -8.8081 0.11
H -0.4735 3.4367 -7.7108 0.11